[1]
Computed, not measured: a molecular structure, C10H12NO3PtSe2Te2, with wB97M-V/def2-TZVPD.

The total charge is +1. As for the LUMO energy: -0.18588 Eh. The calculation puts the maximum force at 0.44 eV/Å. The value obtained for the relative energy (zero: lowest compared OMol25 entry of this formula, charge and spin) is 0.0000 eV. The value obtained for the total energy is -6126.58845 Eh.

```
31
Properties=species:S:1:pos:R:3:mulliken_charge:R:1
Pt 0.35082 0.90355 -3.13614 0.563
Se -1.66252 0.37399 -1.98297 -0.054
Te -2.52909 -1.09755 -3.92849 0.223
Te -3.83321 -2.66724 -2.21044 -0.010
Se -1.68727 -3.70772 -1.40360 0.111
C 2.17786 1.36066 3.40821 -1.486
C 1.29855 0.74826 2.35683 0.372
C -0.04954 0.51887 2.58541 -0.835
C -0.87968 -0.06426 1.63282 0.424
C -2.33221 -0.29054 1.96449 -1.730
C -0.32671 -0.43062 0.40002 0.581
C -1.20158 -1.08802 -0.61177 0.117
O -0.66529 -2.18521 -1.25047 -0.381
C 1.02510 -0.16989 0.13396 1.379
C 1.64600 -0.46565 -1.19320 -1.882
C 1.81909 0.40179 1.11326 -1.019
H 1.62234 1.56465 4.32103 0.362
H 2.60787 2.29848 3.05396 0.343
H 3.00559 0.69437 3.65412 0.355
H -0.47326 0.79238 3.54444 0.316
H -2.54922 0.06907 2.96755 0.390
H -2.59532 -1.35006 1.93428 0.369
H -2.99586 0.24112 1.27848 0.346
H -2.19279 -1.28807 -0.21050 0.830
H 1.34863 -1.39255 -1.66740 0.510
H 2.73146 -0.38001 -1.16631 0.432
H 1.47730 0.42708 -1.91754 0.252
H 2.86713 0.58712 0.90477 0.422
O 1.65309 1.64766 -4.56719 -0.355
N 0.73460 2.10426 -5.27859 0.368
O -0.39186 1.84409 -4.72900 -0.312
```



[2]
Computed, not measured: CH4N2OS in the gas phase, with wB97M-V/def2-TZVPD.

As for the LUMO energy: 0.02419 Eh. The calculation puts the maximum force at 6.71 eV/Å. The value obtained for the relative energy (zero: lowest compared OMol25 entry of this formula, charge and spin) is 2.9411 eV. The value obtained for the total energy is -623.35112 Eh.

```
9
Properties=species:S:1:pos:R:3:mulliken_charge:R:1
C -0.17706 -0.20154 -0.03394 0.412
N -0.57882 0.40395 1.61243 -0.567
N 0.97732 0.35303 -0.59174 -0.407
O -0.35939 -1.68822 -1.96218 -0.610
S -1.11539 -1.28937 -0.71959 0.211
H -1.56166 0.45477 1.60504 0.247
H -0.21929 1.38237 1.53630 0.252
H 1.69770 0.81634 -0.15836 0.221
H 1.33659 -0.23133 -1.28795 0.241
```



[3]
Computed, not measured: C3H4N4O in the gas phase, with wB97M-V/def2-TZVPD.

As for the LUMO energy: 0.01706 Eh. The calculation puts the maximum force at 6.05 eV/Å. The value obtained for the relative energy (zero: lowest compared OMol25 entry of this formula, charge and spin) is 2.2839 eV. The value obtained for the total energy is -410.91935 Eh.

```
12
Properties=species:S:1:pos:R:3:mulliken_charge:R:1
C -0.75527 -0.77957 0.04430 0.593
C 1.38111 -0.73089 0.55520 0.117
C 0.43110 1.17838 -0.18010 0.316
H -1.74512 -2.37537 0.19474 0.426
H 2.02497 -1.54293 0.77066 0.420
H 1.03832 3.13687 -0.77306 0.284
H -1.79350 0.74739 -0.30549 0.297
N 0.28807 -1.57346 0.20519 -0.656
N 1.48795 0.53801 0.55341 -0.549
N 0.21917 2.33303 -0.63058 -0.639
N -0.76259 0.48694 -0.19877 -0.113
O -1.81421 -1.41839 -0.23551 -0.499
```



[4]
Computed, not measured: a molecular structure, C49H41CdN2O2P2S3Te, with wB97M-V/def2-TZVPD.

The total charge is -1. As for the LUMO energy: 0.07871 Eh. The calculation puts the maximum force at 0.50 eV/Å. The value obtained for the relative energy (zero: lowest compared OMol25 entry of this formula, charge and spin) is 0.3608 eV. The value obtained for the total energy is -4464.98551 Eh.

```
101
Properties=species:S:1:pos:R:3:mulliken_charge:R:1
Cd 0.07904 0.07129 -0.95834 1.234
S -0.40130 -0.82597 2.68283 -0.754
P -1.72533 0.43479 1.92106 1.931
C -1.57356 0.69223 0.24785 -1.259
P -2.44022 1.64868 -0.86576 1.369
S -1.82881 1.26021 -2.72786 -0.645
C -4.26402 1.48326 -0.77089 -0.009
C -4.91274 0.58744 -1.61513 -0.536
C -6.27805 0.37052 -1.49560 -0.712
C -7.01021 1.04759 -0.53026 -0.462
C -6.37440 1.95480 0.30551 -0.816
C -5.01088 2.17392 0.17990 -0.065
C -2.22319 3.44973 -0.56583 0.015
C -3.06458 4.40006 -1.13998 -0.223
C -2.84679 5.75279 -0.92895 -0.627
C -1.77707 6.17111 -0.14615 -0.572
C -0.92717 5.23116 0.41740 -0.635
C -1.15095 3.87766 0.20789 -0.367
C -3.38890 -0.19604 2.35703 -0.028
C -4.00106 -1.08615 1.47882 -0.287
C -5.21476 -1.67248 1.80127 -0.512
C -5.83007 -1.37765 3.01024 -0.534
C -5.21419 -0.51213 3.90325 -0.760
C -3.99399 0.06638 3.58248 -0.327
C -1.61948 2.03432 2.83100 -0.214
C -0.35933 2.48750 3.21557 -0.578
C -0.19227 3.75801 3.74548 -0.675
C -1.28779 4.59654 3.90919 -0.578
C -2.54861 4.15214 3.54156 -1.055
C -2.70984 2.88210 3.00468 0.033
H -4.33038 0.07068 -2.36908 0.347
H -6.77158 -0.32946 -2.15924 0.390
H -8.07496 0.87363 -0.43191 0.374
H -6.93985 2.49180 1.05735 0.412
H -4.52318 2.90329 0.81327 0.502
H -3.89372 4.07859 -1.75975 0.437
H -3.50990 6.48189 -1.37895 0.390
H -1.60731 7.22793 0.02148 0.384
H -0.09266 5.54879 1.03056 0.457
H -0.50170 3.13504 0.65514 0.520
H -3.50672 -1.30829 0.54110 0.330
H -5.68617 -2.35310 1.10297 0.420
H -6.78354 -1.82818 3.25911 0.382
H -5.68017 -0.29349 4.85671 0.398
H -3.50565 0.72115 4.29386 0.489
H 0.49216 1.82813 3.09151 0.400
H 0.79711 4.09347 4.03307 0.405
H -1.15906 5.58972 4.32192 0.384
H -3.41077 4.79685 3.66336 0.407
H -3.69931 2.54479 2.72609 0.643
C 8.00999 -0.96150 -3.57385 -1.509
C 6.53587 -0.65827 -3.56575 1.072
C 6.04503 0.45133 -2.88701 -0.703
C 4.68500 0.71581 -2.83598 -0.266
C 3.79847 -0.13191 -3.47946 -0.049
C 4.27084 -1.22950 -4.18382 -0.463
C 5.63072 -1.49099 -4.21865 -0.962
S 2.04837 0.17493 -3.38103 1.466
O 1.91644 1.40748 -2.63241 -0.769
O 1.53804 0.09289 -4.72448 -0.753
N 1.47189 -0.96528 -2.40736 -0.003
C 0.66454 -2.01828 -2.83163 0.719
C 0.82812 -2.78165 -3.99100 -0.906
C -0.02985 -3.84099 -4.20404 -0.697
C -1.02163 -4.13203 -3.27432 -0.748
C -1.12389 -3.30967 -2.16733 -0.638
N -0.31470 -2.27852 -1.95687 0.258
H 8.31335 -1.42798 -2.63397 0.275
H 8.59857 -0.05132 -3.69359 0.390
H 8.26769 -1.64517 -4.38254 0.354
H 6.73637 1.11477 -2.37974 0.366
H 4.29722 1.57013 -2.29852 0.553
H 3.57945 -1.87311 -4.71003 0.236
H 5.99657 -2.35225 -4.76592 0.337
H 1.58679 -2.52326 -4.71277 0.387
H 0.07452 -4.44383 -5.09829 0.398
H -1.70351 -4.95901 -3.41446 0.424
H -1.88891 -3.46609 -1.41456 0.491
Te 3.13214 -0.75292 0.26991 0.222
C 3.80259 -0.98118 2.26665 -0.228
C 2.93776 -0.79249 3.33921 0.672
C 3.40474 -0.93048 4.64104 -0.746
C 4.73395 -1.24858 4.87748 -0.398
C 5.60154 -1.43275 3.80898 -0.583
C 5.13771 -1.29874 2.50753 -0.581
C 2.57768 -2.76946 -0.03652 0.166
C 1.70706 -3.41308 0.83226 -0.033
C 1.28112 -4.70445 0.55173 -0.751
C 1.70825 -5.34842 -0.60065 -0.566
C 2.57979 -4.70346 -1.46790 -0.499
C 3.02211 -3.41959 -1.18258 -0.260
H 1.89427 -0.55694 3.16067 0.064
H 2.71964 -0.78958 5.46799 0.435
H 5.09521 -1.35454 5.89317 0.353
H 6.64035 -1.68282 3.98745 0.370
H 5.81323 -1.44608 1.67376 0.419
H 1.32638 -2.89934 1.70458 0.269
H 0.58847 -5.19263 1.22598 0.410
H 1.35629 -6.34728 -0.82780 0.366
H 2.91187 -5.19538 -2.37426 0.423
H 3.69444 -2.91365 -1.86615 0.392
```